1.
Entry from the OMol25 dataset: a gas-phase ion, C4H9NO2 (charge -1) at a distorted geometry (the ωB97M-V functional and the def2-TZVPD basis).

Element x y z (Å)
O  0.982790  -0.924644  2.492143
O  -1.585295  0.119090  -1.711624
N  1.742199  0.367036  -0.294240
C  -1.339239  0.975918  -0.590486
C  1.041070  -1.411692  1.293126
C  0.638138  -0.445013  0.099259
C  -0.630700  0.284218  0.605796
H  1.274450  1.187408  -0.695684
H  -2.325366  -0.376384  -1.480907
H  0.277440  -1.072177  -0.581335
H  -1.177856  -0.646048  0.842464
H  -2.133958  1.599935  -0.326475
H  1.732264  -2.291924  1.002080
H  -0.561053  1.567456  -1.009416
H  2.390383  0.025952  -1.006073
H  -0.325271  1.040871  1.361368

Force components x, y, z for each atom (eV/Å):
0.43 -0.62 -0.53
0.90 1.23 -0.10
0.10 2.42 -0.71
2.92 -1.24 0.00
-0.19 0.38 -0.27
1.02 -0.81 4.99
0.50 -0.15 -1.81
0.89 0.21 -0.24
-1.96 -1.67 0.41
-1.13 -2.58 -3.62
-0.34 0.92 1.12
-1.67 0.79 0.35
-0.57 1.04 0.33
0.48 1.34 -0.30
-0.63 -0.39 0.34
-0.75 -0.87 0.04

Calculated values
Highest occupied orbital energy (alpha / beta) in eV: 0.307 / -2.749
Maximum force in eV Å⁻¹: 5.2
Multiplicity: 2
Charge: -1
Electronic energy in a.u.: -362.94239
<S²>: 0.753

=====

2.
Entry from the OMol25 dataset: a gas-phase ion, C4H9NO2 (charge -2) (the ωB97M-V functional and the def2-TZVPD basis).

Element x y z (Å)
O  -2.995620  -1.347149  -0.310643
O  3.532789  -0.099506  0.345649
N  -1.342160  0.286062  -0.770901
C  2.323548  0.455275  0.626042
C  1.078998  -0.195938  -0.044538
C  -2.280967  -0.355919  0.216340
C  -0.086189  0.789227  -0.224246
H  -1.128652  -0.429338  -1.459746
H  0.245840  1.609992  -0.870152
H  0.725804  -1.052837  0.526792
H  2.247084  1.546186  0.336432
H  -1.632717  -0.670508  1.082941
H  1.370311  -0.612288  -1.021428
H  -2.912847  0.500174  0.587187
H  -0.282759  1.219120  0.764254
H  2.113224  0.439492  1.730218

Force components x, y, z for each atom (eV/Å):
-0.11 -0.07 -0.01
-0.21 0.08 -0.07
0.10 0.08 -0.25
0.34 -0.23 -0.14
-0.12 0.01 -0.34
0.04 -0.19 -0.22
0.10 -0.11 0.08
-0.20 -0.15 0.16
0.20 0.13 0.11
-0.03 -0.16 0.23
0.10 -0.04 0.09
-0.08 0.03 0.12
0.13 0.24 0.04
0.10 0.03 0.16
-0.16 0.20 0.01
-0.21 0.17 0.03

Calculated values
Highest occupied orbital energy in eV: 0.545
SMILES: [O-]CCCNC[O-]
Maximum force in eV Å⁻¹: 0.4
Charge: -2
Electronic energy in a.u.: -362.91103

=====

3.
Entry from the OMol25 dataset: C4H9NO2 in the gas phase at a distorted geometry (the ωB97M-V functional and the def2-TZVPD basis).

Element x y z (Å)
O  2.317554  -1.438963  0.584086
O  -0.430717  -1.973626  1.064599
N  1.028853  0.313496  -0.387863
C  -1.142625  1.461094  -0.308812
C  2.191838  -0.468162  -0.125874
C  -0.269354  0.347811  0.278097
C  -0.964033  -1.012465  0.196946
H  -0.629914  2.429537  -0.287334
H  2.807298  0.310201  -0.605426
H  -0.074031  0.554596  1.338324
H  -2.008278  -0.884508  0.491548
H  -0.954613  -1.341806  -0.858149
H  -1.414168  1.237677  -1.349048
H  -2.069402  1.557986  0.268557
H  1.085329  0.908626  -1.218862
H  0.530736  -2.005028  0.917282

Force components x, y, z for each atom (eV/Å):
0.17 0.63 -0.60
0.27 -0.06 -0.07
0.00 -0.85 0.09
0.13 -0.11 -0.03
-2.63 2.95 -0.37
-0.18 -0.48 0.27
-0.48 0.20 -0.14
-0.04 -0.18 0.02
2.33 -1.61 -0.08
-0.13 -0.03 -0.07
-0.02 -0.02 -0.03
0.02 0.02 0.19
0.04 0.02 0.15
0.23 -0.05 -0.12
0.33 -0.32 0.64
-0.06 -0.12 0.16

Calculated values
Highest occupied orbital energy in eV: -9.833
SMILES: C[C@@H](CO)NC=O
Maximum force in eV Å⁻¹: 4.0
Charge: 0
Electronic energy in a.u.: -363.02554

=====

4.
Entry from the OMol25 dataset: C4H9NO2 in the gas phase at a distorted geometry (the ωB97M-V functional and the def2-TZVPD basis).

Element x y z (Å)
O  2.062607  -1.041081  1.001357
O  -1.369870  1.416578  -0.570984
N  1.217369  1.011084  1.456023
C  -1.118115  -0.104248  -0.460200
C  1.115206  -0.224051  0.773965
C  -1.950544  -0.931814  -1.347688
C  0.400227  -0.337644  -0.677314
H  2.179703  1.027601  1.697628
H  -1.427301  -0.290252  0.755111
H  -1.466387  1.709498  0.327688
H  -2.988659  -0.707602  -1.446290
H  0.910461  0.357886  -1.347157
H  -1.526729  -1.020877  -2.371946
H  0.812560  1.737930  0.881356
H  -1.999140  -1.991965  -0.945911
H  0.761377  -1.317229  -0.918198

Force components x, y, z for each atom (eV/Å):
-3.52 1.48 -0.19
0.49 -2.48 -0.83
-2.18 -1.85 -1.30
-0.07 2.14 3.38
5.11 -0.49 -1.82
-0.09 -2.31 -0.98
-0.13 0.39 3.75
0.72 0.82 0.58
0.95 0.04 -3.40
-0.22 0.21 0.50
-0.67 0.85 0.12
-0.45 0.28 0.14
-0.19 0.22 0.58
0.41 0.41 0.31
0.49 1.08 -0.35
-0.63 -0.78 -0.49

Calculated values
Highest occupied orbital energy in eV: -9.759
SMILES: C[C@H](O)CC(N)=O
Maximum force in eV Å⁻¹: 5.4
Charge: 0
Electronic energy in a.u.: -362.99681

=====

5.
Entry from the OMol25 dataset: C4H9NO2 in the gas phase at a distorted geometry (the ωB97M-V functional and the def2-TZVPD basis).

Element x y z (Å)
O  1.861161  -0.262510  0.573217
O  -0.894548  2.850043  0.651568
N  -1.807844  0.961278  1.242464
C  0.524044  -1.548554  -0.956314
C  0.157261  0.904751  -0.290484
C  0.493671  -0.550816  0.188896
C  -0.818997  1.633232  0.518476
H  0.009608  -1.058688  1.051915
H  2.429231  -1.050132  0.529935
H  -2.045037  0.037197  0.817423
H  -0.320377  -1.556678  -1.653557
H  0.574459  -2.644862  -0.762633
H  1.091528  1.351154  -0.592621
H  1.450043  -1.473545  -1.562882
H  -0.131292  0.897324  -1.347832
H  -2.572910  1.510805  1.592428

Force components x, y, z for each atom (eV/Å):
0.68 -0.98 0.52
1.25 -0.18 -0.85
0.96 -3.00 -1.76
0.46 -1.77 -1.52
-0.60 -2.19 -1.23
1.87 0.04 -0.60
-2.30 2.95 1.98
-0.34 1.17 -0.42
-0.49 0.17 0.16
-0.06 1.12 1.01
-0.05 0.70 0.14
-0.10 0.66 1.07
0.49 0.82 1.50
-0.51 0.74 0.12
-1.35 -0.47 0.10
0.09 0.24 -0.21

Calculated values
Highest occupied orbital energy in eV: -9.535
SMILES: C[C@@H](O)CC(N)=O
Maximum force in eV Å⁻¹: 4.2
Charge: 0
Electronic energy in a.u.: -363.01536

=====

6.
Entry from the OMol25 dataset: a molecular structure, C4H9NO2 at a distorted geometry (the ωB97M-V functional and the def2-TZVPD basis).

Element x y z (Å)
O  -1.141286  -0.030087  0.809380
O  -0.951892  -0.470605  -1.367148
N  0.241218  1.248104  -0.548252
C  1.353870  1.347852  0.430454
C  1.499233  -0.086119  0.937296
C  -1.865632  -1.542437  -1.122211
C  -0.625513  0.224498  -0.287593
H  -2.036862  -1.980754  -2.102203
H  0.512715  1.298353  -1.522937
H  2.080501  -0.643737  0.147349
H  2.086515  -0.186839  1.840793
H  0.198759  -0.268406  1.343199
H  -1.420618  -2.271858  -0.440115
H  2.195458  1.834654  -0.093556
H  -2.797238  -1.170648  -0.690559
H  1.070289  2.010407  1.250379

Force components x, y, z for each atom (eV/Å):
-0.36 0.52 -1.01
0.04 -0.04 -0.34
-0.24 -0.36 -0.05
-0.21 -0.07 0.36
-0.60 0.09 1.15
-0.21 -0.22 -0.12
-1.75 0.90 -0.13
-0.06 -0.06 0.09
0.00 -0.16 0.20
-1.28 -0.10 0.69
0.33 0.29 0.25
4.59 -0.45 -0.99
-0.07 0.13 -0.13
-0.22 -0.51 0.21
0.13 -0.03 -0.08
-0.08 0.08 -0.10

Calculated values
Highest occupied orbital energy in eV: -9.239
Maximum force in eV Å⁻¹: 4.7
Charge: 0
Electronic energy in a.u.: -362.98572

=====

7.
Entry from the OMol25 dataset: C4H9NO2 in the gas phase at a distorted geometry (the ωB97M-V functional and the def2-TZVPD basis).

Element x y z (Å)
O  -0.144117  1.038143  1.178160
O  -0.897164  -1.359500  -0.095387
N  0.886718  0.171006  -0.714232
C  2.119303  -0.314662  -1.292236
C  0.903648  0.616883  0.470310
C  -1.818741  -0.620993  0.695621
C  -1.480308  0.854324  0.667838
H  -2.860840  -0.743950  0.345080
H  -1.822311  -0.961669  1.755699
H  1.808974  0.686119  1.070757
H  2.105566  -0.120587  -2.367387
H  -1.534013  1.236474  -0.357147
H  -2.119360  1.468915  1.314294
H  2.990001  0.185179  -0.855079
H  2.223981  -1.399410  -1.149307
H  -0.361338  -0.736276  -0.666985

Force components x, y, z for each atom (eV/Å):
0.17 0.03 0.09
-1.28 -0.47 0.46
0.27 0.82 0.33
0.27 0.06 -0.10
0.36 0.12 -0.33
-0.18 -0.07 0.05
0.11 -0.03 -0.26
0.27 0.02 -0.07
0.29 -0.04 -0.61
0.12 0.18 0.02
0.07 -0.01 0.14
0.05 0.03 0.07
0.16 -0.29 -0.14
0.08 -0.11 -0.05
-0.12 0.24 -0.01
-0.62 -0.49 0.41

Calculated values
Highest occupied orbital energy in eV: -9.277
SMILES: C/N=C/OCCO
Maximum force in eV Å⁻¹: 1.4
Charge: 0
Electronic energy in a.u.: -363.00071

=====

8.
Entry from the OMol25 dataset: 2 unconnected molecules or ions with the total composition C4H9NO2 (the ωB97M-V functional and the def2-TZVPD basis).

Element x y z (Å)
O  -0.096311  -1.260014  -0.481077
O  -0.263621  2.628762  -2.872905
N  -0.973148  0.367094  -2.640891
C  -0.579387  1.508681  -2.706512
C  0.346331  -0.233431  0.419187
C  -0.904973  0.474669  0.907308
C  1.154876  -0.837858  1.557619
H  2.041343  -1.363898  1.182451
H  -0.639688  1.312929  1.558828
H  1.498362  -0.056572  2.243528
H  0.540138  -1.550644  2.117514
H  -1.536298  -0.223634  1.466634
H  -0.752325  -0.333387  -1.927298
H  -1.485164  0.862626  0.064354
H  0.975842  0.481666  -0.135132
H  0.674024  -1.776988  -0.753610

Force components x, y, z for each atom (eV/Å):
0.18 -0.16 -0.13
-0.22 -0.76 0.13
0.16 0.55 -0.10
0.02 0.13 -0.08
0.05 0.19 0.21
-0.03 0.03 0.00
0.02 -0.02 0.03
-0.13 0.08 0.04
-0.03 -0.12 -0.08
-0.06 -0.10 -0.10
0.08 0.10 -0.07
0.09 0.09 -0.06
0.03 0.11 -0.03
0.08 -0.05 0.15
-0.10 -0.11 0.06
-0.16 0.04 0.05

Calculated values
Highest occupied orbital energy in eV: -10.615
SMILES: CC(C)O.N=C=O
Maximum force in eV Å⁻¹: 0.8
Charge: 0
Electronic energy in a.u.: -363.05500

=====

9.
Entry from the OMol25 dataset: C4H9NO2 in the gas phase at a distorted geometry (the ωB97M-V functional and the def2-TZVPD basis).

Element x y z (Å)
O  -1.297815  -1.566566  -1.425456
O  -0.188522  0.923037  -1.453014
N  -0.033906  -1.663455  0.472486
C  0.692450  -0.412877  0.272487
C  0.455632  2.089442  0.508235
C  -0.170763  0.818879  -0.040914
C  -0.931555  -2.142052  -0.410004
H  -1.331205  -3.132188  -0.132607
H  0.234201  2.222759  1.572372
H  1.235486  -0.396584  -0.688427
H  1.545429  2.082509  0.380963
H  0.052271  2.936098  -0.050436
H  -0.610090  0.088547  -1.742656
H  -1.195771  0.691429  0.332147
H  0.193236  -2.247882  1.263373
H  1.350921  -0.291095  1.141450

Force components x, y, z for each atom (eV/Å):
0.16 -0.24 0.26
-0.51 0.22 -0.13
-0.07 -0.05 -0.16
0.07 0.13 -0.11
-0.03 0.04 0.00
-0.04 0.09 0.14
-0.07 0.00 -0.07
0.02 0.10 -0.01
0.04 -0.07 -0.14
0.56 -0.77 0.68
-0.18 -0.01 -0.06
0.05 -0.01 0.13
0.04 0.28 -0.15
0.11 0.04 0.10
-0.02 0.15 -0.16
-0.13 0.08 -0.32

Calculated values
Highest occupied orbital energy in eV: -9.918
SMILES: C[C@@H](O)CNC=O
Maximum force in eV Å⁻¹: 1.2
Charge: 0
Electronic energy in a.u.: -363.05042

=====

10.
Entry from the OMol25 dataset: C4H9NO2 in the gas phase at a distorted geometry (the ωB97M-V functional and the def2-TZVPD basis).

Element x y z (Å)
O  2.735581  0.967436  -1.223485
O  -2.659104  -0.442245  1.741791
N  -1.153033  0.104518  -0.276754
C  1.188547  -0.815540  -0.653422
C  2.521903  -0.216956  -0.926367
C  0.322638  0.300522  -0.056759
C  -1.872760  0.525767  0.977034
H  -2.401368  -1.293090  1.487140
H  0.632169  0.617366  0.900993
H  -1.103919  0.895339  1.678287
H  1.211902  -1.608222  0.132680
H  3.525283  -0.819009  -1.044738
H  0.585731  1.147950  -0.747873
H  -1.834298  0.560436  -0.927266
H  -2.606841  1.249310  0.560280
H  0.907570  -1.173582  -1.621542

Force components x, y, z for each atom (eV/Å):
-1.10 -2.02 0.84
0.10 2.46 -0.43
-1.74 -0.47 3.48
0.17 0.20 2.76
3.92 1.81 -1.50
-1.35 1.45 -5.91
-0.30 -0.58 -0.48
0.70 -2.06 -0.70
-0.16 -0.13 1.25
-0.81 0.45 -0.26
0.39 -0.01 -1.13
-1.99 -0.01 0.58
-0.09 -0.29 0.99
2.76 -0.40 -0.43
0.34 0.02 1.37
-0.84 -0.44 -0.44

Calculated values
Highest occupied orbital energy in eV: -9.160
SMILES: O=CCCNCO
Maximum force in eV Å⁻¹: 6.2
Charge: 0
Electronic energy in a.u.: -362.95351

=====

11.
Entry from the OMol25 dataset: a molecular structure, C4H9NO2 at a distorted geometry (the ωB97M-V functional and the def2-TZVPD basis).

Element x y z (Å)
O  1.276831  -0.957214  -1.506374
O  -0.533758  -2.071723  1.583145
N  1.160795  0.350450  0.797424
C  -0.981560  -0.977854  0.827179
C  1.099433  0.197636  -1.167644
C  -0.053230  0.156583  1.134010
C  -0.390856  1.006402  -1.336093
H  -0.946600  -1.241754  -0.217092
H  -0.451682  1.980740  -0.811220
H  -0.309054  1.204829  -2.402740
H  1.636675  1.115024  1.290357
H  1.834125  1.006677  -1.365919
H  0.376685  -2.136001  1.264262
H  -1.383049  0.521405  -1.233243
H  -2.017655  -0.862176  1.138464
H  -0.317094  0.706972  2.005489

Force components x, y, z for each atom (eV/Å):
-0.32 0.50 0.35
0.98 -0.18 0.23
-0.47 -0.24 -0.44
-0.27 -0.56 -1.02
-2.16 0.78 -1.86
1.04 0.59 2.48
1.04 -0.45 -0.65
-0.08 -0.01 -0.45
0.43 -0.52 -0.19
-0.14 0.32 -0.22
-0.40 -0.41 -0.04
0.23 -0.27 0.54
0.12 -0.78 0.38
0.87 -0.24 0.22
0.08 0.81 -0.09
-0.96 0.65 0.78

Calculated values
Highest occupied orbital energy in eV: -8.909
Maximum force in eV Å⁻¹: 3.0
Charge: 0
Electronic energy in a.u.: -362.92536

=====

12.
Entry from the OMol25 dataset: C4H9NO2 in the gas phase at a distorted geometry (the ωB97M-V functional and the def2-TZVPD basis).

Element x y z (Å)
O  0.427492  1.067700  2.385092
O  -0.753242  0.717327  -3.638755
N  -0.302422  -0.636417  0.885812
C  0.323084  -0.077298  -0.308216
C  -0.606324  -0.294636  -1.490303
C  -0.050368  0.364072  -2.729857
C  0.337339  -0.329968  2.124852
H  1.366814  -0.681317  2.065594
H  -0.016093  1.300840  3.203194
H  -1.531420  0.231579  -1.252722
H  1.037406  0.578299  -2.735598
H  0.658010  0.959315  -0.217120
H  1.237244  -0.666454  -0.472676
H  -0.196547  -0.885472  2.898183
H  -1.252268  -0.274762  0.872640
H  -0.678705  -1.372807  -1.590121

Force components x, y, z for each atom (eV/Å):
-0.10 0.21 0.12
0.20 0.00 -0.17
-0.49 0.57 -0.50
1.04 -0.80 0.10
0.94 0.83 0.57
-0.45 0.02 0.06
0.18 -0.14 -0.22
0.04 -0.25 0.03
-0.08 -0.10 0.01
-0.42 -0.52 -0.31
0.03 -0.13 -0.08
-0.31 0.20 0.13
0.02 0.16 -0.06
0.09 0.26 0.21
-0.08 -0.21 0.46
-0.61 -0.08 -0.34

Calculated values
Highest occupied orbital energy in eV: -9.602
SMILES: O=CCCNCO
Maximum force in eV Å⁻¹: 1.4
Charge: 0
Electronic energy in a.u.: -363.01304

=====

Energy above the lowest of the compared OMol25 structures with the same formula, charge and spin, respectively: 58.1 0.9 37.6 55.7 44.0 62.6 53.2 19.2 22.0 82.8 100.5 45.5 kcal/mol.